Record 1
Entry from the Open Molecules 2025 dataset: C11H18F6N9O6PdS2 as an isolated structure (ωB97M-V/def2-TZVPD).

Calculated values
gap between HOMO and LUMO (spin up / spin down) = 0.3482 / 0.1677 hartree
net charge = +3
spin multiplicity = 5
LUMO level (spin up / spin down) = -7.82 / -12.70 eV

Geometry (Å):
H: -1.937 -5.014 0.328
H: -3.544 4.453 3.324
H: 3.111 3.029 -5.527
C: -3.040 -3.837 -1.846
H: -4.190 -3.074 1.113
O: 3.268 0.959 -0.866
H: -2.708 -4.852 -2.059
C: -1.889 -1.999 -0.788
F: 4.493 2.689 1.278
C: 1.471 2.694 -2.080
S: 1.748 -1.582 0.582
H: -3.236 2.907 1.638
H: -5.134 -4.480 -2.045
F: 3.205 -3.705 0.247
O: 1.388 -1.475 -0.829
C: -3.829 -4.084 0.910
H: 4.000 5.219 -2.830
C: 2.943 3.702 -3.613
N: 3.058 -0.817 0.954
N: -2.449 3.059 2.247
H: 1.959 2.194 -4.558
H: 4.392 4.854 -4.479
H: -1.805 4.660 3.461
F: 1.102 -4.052 0.657
H: -4.923 -2.926 -1.140
H: -1.718 -3.474 1.242
Pd: 0.092 0.525 -0.084
F: 5.617 0.884 0.848
H: -0.299 3.016 3.574
N: 2.653 2.922 -4.631
C: -2.603 3.920 3.414
N: 3.840 4.654 -3.654
H: 0.558 1.958 2.512
O: -4.487 -4.684 -0.146
C: 2.185 -3.335 0.977
N: 2.308 3.592 -2.376
O: 1.850 1.377 1.066
N: -1.561 -0.898 -0.791
C: -1.355 2.368 1.946
H: -3.012 -3.207 -2.731
N: -0.277 2.477 2.726
C: -4.547 -3.938 -1.307
N: 0.654 1.917 -1.722
S: 3.064 0.700 0.534
F: 2.437 -3.445 2.258
C: 4.547 1.375 1.427
O: -1.392 1.620 0.906
C: -2.287 -3.994 0.476
O: 0.581 -1.225 1.410
H: -3.896 -4.731 1.782
F: 4.492 1.046 2.695
H: -2.628 3.342 4.339
N: -2.270 -3.283 -0.771

Record 2
Entry from the Open Molecules 2025 dataset: C17H19CuNO4P2 as an isolated structure (ωB97M-V/def2-TZVPD).

Calculated values
gap between HOMO and LUMO = 0.2548 hartree
net charge = -1
spin multiplicity = 1
LUMO level = 2.08 eV

Geometry (Å):
H: -0.057 0.406 5.392
H: 0.563 -4.596 -1.458
C: 1.736 -1.100 3.597
Cu: -0.270 -0.302 0.846
P: 0.395 -0.010 3.005
C: 1.153 2.424 1.809
C: 1.474 1.996 -0.994
H: 1.313 -2.093 3.752
O: -1.593 -1.639 0.222
H: 3.125 3.697 4.893
H: 2.189 -0.750 4.526
H: 0.986 1.770 -1.944
C: 0.444 -2.697 -0.469
C: 1.936 2.118 4.067
N: 1.097 -1.644 0.037
C: 2.502 4.123 2.882
C: 1.117 -3.757 -1.062
C: 2.572 3.346 4.031
H: 2.269 1.266 -0.851
H: -1.421 0.868 4.346
H: 3.002 5.083 2.844
P: 0.237 1.798 0.338
O: 2.638 -5.835 -2.219
C: 3.167 -2.631 -0.612
H: -1.432 2.979 -0.937
H: -1.117 -0.837 4.686
C: -0.639 0.128 4.512
C: 1.222 1.640 2.967
H: 1.899 3.000 -1.035
C: 1.797 3.662 1.786
C: -0.889 3.199 -0.017
H: 2.916 -0.747 0.398
H: 1.752 4.271 0.890
O: 4.552 -4.709 -1.783
O: -1.712 -3.638 -0.779
H: -1.614 3.287 0.792
C: -1.092 -2.676 -0.346
H: -0.359 4.146 -0.132
C: 2.431 -1.619 -0.036
H: 2.498 -1.188 2.823
C: 2.504 -3.734 -1.142
H: 2.003 1.518 4.967
H: 4.247 -2.605 -0.666
C: 3.316 -4.889 -1.786